A:
The following is a quantum chemistry calculation of C3H7N3S in the gas phase, from the OMol25 dataset.

## Properties
Structure (SMILES) ... [H]/N=C\N/C=N\SC
2S+1 ... 1
E_LUMO ... 0.8 eV

Geometry (Å):
1 C -2.117 -0.867 1.876
2 C -0.051 -0.667 -1.411
3 C 1.724 1.083 -0.977
4 H -3.064 -0.694 1.410
5 H -2.126 -0.715 3.153
6 H -1.839 -1.985 1.779
7 H -0.179 -1.454 -2.106
8 H 1.050 0.231 -2.780
9 H 2.149 2.028 -1.389
10 H 1.760 -0.009 0.628
11 N -0.597 -0.786 -0.251
12 N 0.888 0.326 -1.842
13 N 2.201 0.812 0.132
14 S -0.783 0.178 1.006

Here are the Mulliken charges for atoms 1 to 2, given in e:
1 C -0.75
2 C -0.04

=====

B:
The following is a quantum chemistry calculation of C3H7N3S in the gas phase, from the OMol25 dataset.

## Properties
Structure (SMILES) ... [H]/N=C\N(C)C(N)=S
2S+1 ... 1
E_LUMO ... 0.5 eV

Geometry (Å):
1 C 0.923 0.691 -0.935
2 C -0.678 1.341 0.851
3 C -0.627 -1.009 -0.031
4 H 0.865 0.222 -1.915
5 H 1.894 0.369 -0.590
6 H 0.876 1.787 -0.987
7 H -0.623 2.346 0.423
8 H -1.018 0.225 2.331
9 H 0.350 -2.819 -0.279
10 H 1.087 -1.469 -0.925
11 N -0.180 0.300 0.002
12 N -1.077 1.214 2.074
13 N 0.405 -1.827 -0.343
14 S -2.199 -1.370 0.322

Here are the Mulliken charges for atoms 1 to 2, given in e:
1 C -1.08
2 C 0.16

=====

C:
The following is a quantum chemistry calculation of a molecular structure, C3H7N3S, from the OMol25 dataset.

## Properties
2S+1 ... 1
E_LUMO ... 0.7 eV

Geometry (Å):
1 C 1.652 1.142 -0.649
2 C 1.857 -0.055 0.476
3 C -1.100 -1.168 -0.355
4 H 0.865 0.879 -1.568
5 H 1.153 2.344 -0.149
6 H 2.905 1.273 -0.674
7 H 2.625 0.429 1.287
8 H -1.749 -2.176 -0.645
9 H -3.278 -0.659 0.457
10 H -2.735 0.914 1.057
11 N 1.507 -1.185 0.817
12 N -1.421 0.045 -0.004
13 N -2.757 0.203 0.228
14 S 0.476 -1.987 -0.279

Here are the Mulliken charges for atoms 1 to 2, given in e:
1 C -0.69
2 C 0.09

=====

Preferred: B; penalty for the next structure: 33.7 kcal/mol.

=====

A:
The following is a quantum chemistry calculation of C3H7N3S in the gas phase, from the OMol25 dataset.

## Properties
2S+1 ... 1
E_LUMO (spin up / spin down) ... -0.7 / -0.6 eV

Geometry (Å):
1 C -0.371 0.167 -0.589
2 C -0.414 1.719 -0.735
3 C -0.913 -0.529 0.643
4 N 0.377 -0.379 -1.455
5 N 0.944 -2.241 0.805
6 N 0.307 2.005 0.393
7 S 0.614 -0.832 1.501
8 H 0.170 1.777 -1.658
9 H -1.445 2.188 -0.709
10 H -1.584 0.127 1.302
11 H -1.238 -1.514 0.413
12 H 0.489 -1.356 -1.251
13 H 1.835 -2.641 1.020
14 H 1.229 1.508 0.320

Here are the Mulliken charges for atoms 1 to 2, given in e:
1 C 0.25
2 C -0.43

=====

B:
The following is a quantum chemistry calculation of C3H7N3S in the gas phase, from the OMol25 dataset.

## Properties
Structure (SMILES) ... CN(N)/C=N\C=S
2S+1 ... 1
E_LUMO ... 0.3 eV

Geometry (Å):
1 C 0.092 1.342 -0.268
2 C 0.060 -0.977 0.562
3 C -2.140 -0.803 -0.352
4 H -0.105 1.270 -1.350
5 H -0.868 1.491 0.234
6 H 0.772 2.164 -0.051
7 H 2.541 -0.520 -0.283
8 H 2.402 -0.039 1.286
9 H 0.692 -1.740 1.020
10 H -3.112 -0.687 0.114
11 N 0.731 0.138 0.218
12 N 2.130 0.172 0.328
13 N -1.204 -1.188 0.529
14 S -1.990 -0.623 -1.987

Here are the Mulliken charges for atoms 1 to 2, given in e:
1 C -0.92
2 C 0.14

=====

Preferred: B; penalty for the next structure: 62.9 kcal/mol.

=====

A:
The following is a quantum chemistry calculation of C3H7N3S in the gas phase, from the OMol25 dataset.

## Properties
Structure (SMILES) ... [H]/N=C\NN(C)C=S
2S+1 ... 1
E_LUMO ... -0.1 eV

Geometry (Å):
1 C -0.972 -0.990 -0.771
2 C -0.349 1.520 1.127
3 C 1.467 -0.837 -0.519
4 H -1.864 -0.384 -0.415
5 H -1.322 -2.012 -0.406
6 H -0.842 -0.773 -1.960
7 H 0.573 -0.421 1.715
8 H -0.244 1.791 2.161
9 H -0.407 2.230 -0.751
10 H 1.512 -1.711 -1.384
11 N 0.171 -0.382 -0.204
12 N -0.069 0.124 1.038
13 N -0.719 2.353 0.249
14 S 3.065 -0.507 0.122

Here are the Mulliken charges for atoms 1 to 2, given in e:
1 C -0.91
2 C -0.01

=====

B:
The following is a quantum chemistry calculation of a molecular structure, C3H7N3S, from the OMol25 dataset.

## Properties
2S+1 ... 1
E_LUMO ... 0.4 eV

Geometry (Å):
1 C -2.116 -0.241 1.633
2 C -1.543 0.122 0.209
3 C 1.804 0.025 -2.113
4 H -1.691 0.926 2.277
5 H -1.494 -1.459 1.909
6 H -3.513 -0.253 1.902
7 H -2.204 0.469 -0.617
8 H 1.974 0.143 -3.333
9 H 2.771 -0.656 0.684
10 H 1.355 0.533 0.224
11 N -0.272 -0.222 -0.041
12 N 2.621 -0.063 -1.175
13 N 2.374 0.171 0.113
14 S -0.067 0.506 -1.674

Here are the Mulliken charges for atoms 1 to 2, given in e:
1 C -0.76
2 C 0.02

=====

Preferred: A; penalty for the next structure: 91.9 kcal/mol.

=====

A:
The following is a quantum chemistry calculation of 2 unconnected molecules or ions with the total composition C8H11N2O, from the OMol25 dataset.

## Properties
Charge ... +1
2S+1 ... 1
E_LUMO (spin up / spin down) ... -4.3 / -4.3 eV

Geometry (Å):
1 C -1.075 -0.432 -1.944
2 C 0.123 0.215 -1.862
3 C -1.925 0.118 -0.938
4 C -0.798 -1.753 0.584
5 C -0.201 -0.664 1.160
6 C 1.008 2.264 -0.437
7 C 0.103 1.187 -0.828
8 C 1.156 -0.271 0.910
9 N -1.279 1.180 -0.416
10 N 1.679 0.614 1.721
11 O 0.990 2.868 0.620
12 H -1.356 -1.210 -2.537
13 H 1.083 0.094 -2.428
14 H -2.933 0.009 -0.586
15 H -1.743 -2.206 1.033
16 H -0.258 -2.271 -0.220
17 H -0.527 -0.154 2.009
18 H 1.743 2.397 -1.168
19 H 1.793 -0.727 0.270
20 H 1.186 1.071 2.473
21 H -1.877 1.777 0.116
22 H 2.680 0.633 1.704

Here are the Mulliken charges for atoms 1 to 2, given in e:
1 C -1.09
2 C -0.23

=====

B:
The following is a quantum chemistry calculation of a gas-phase ion, C8H11N2O (charge +1), from the OMol25 dataset.

## Properties
Structure (SMILES) ... C=C(C)Oc1c[nH]ccc1=[NH2+]
Charge ... +1
2S+1 ... 1
E_LUMO ... -3.7 eV

Geometry (Å):
1 C 1.499 0.650 2.346
2 C 0.946 1.945 2.319
3 C 1.338 -0.225 1.283
4 C 0.728 0.239 0.139
5 C 0.313 1.565 0.122
6 C -0.705 -1.120 -2.871
7 C -0.651 -0.845 -1.555
8 C -1.899 -0.804 -0.671
9 N 0.408 2.342 1.193
10 N 1.931 -1.482 1.253
11 O 0.580 -0.623 -0.863
12 H 1.904 0.315 3.307
13 H 0.981 2.582 3.232
14 H -1.596 -1.534 -3.270
15 H 0.119 -1.124 -3.560
16 H -0.167 1.963 -0.899
17 H -2.742 -1.317 -1.206
18 H -2.117 0.202 -0.489
19 H -1.711 -1.403 0.255
20 H -0.014 3.294 1.078
21 H 2.086 -2.060 2.111
22 H 1.568 -2.046 0.381

Here are the Mulliken charges for atoms 1 to 2, given in e:
1 C -0.62
2 C -0.36

=====

C:
The following is a quantum chemistry calculation of 2 unconnected molecules or ions with the total composition C8H11N2O, from the OMol25 dataset.

## Properties
Charge ... +1
2S+1 ... 1
E_LUMO (spin up / spin down) ... -4.6 / -4.6 eV

Geometry (Å):
1 C -3.953 -0.031 0.298
2 C -3.501 1.044 -0.474
3 C -3.197 -1.138 0.585
4 C -2.070 1.086 -0.738
5 C -1.905 -1.190 0.214
6 C -1.314 -0.103 -0.439
7 C 3.014 0.884 0.834
8 C 4.309 -0.535 -0.512
9 N 3.238 -0.322 0.063
10 N 0.015 -0.009 -0.625
11 O 0.713 -1.038 -0.472
12 H -5.044 0.007 0.630
13 H -4.184 1.841 -0.712
14 H -3.593 -1.854 1.251
15 H -1.726 1.986 -1.184
16 H -1.305 -2.093 0.187
17 H 2.234 1.455 0.099
18 H 2.447 0.661 1.758
19 H 3.901 1.388 1.008
20 H 2.307 -0.815 -0.187
21 H 4.451 -1.257 -1.315
22 H 5.164 0.034 -0.270

Here are the Mulliken charges for atoms 1 to 2, given in e:
1 C -0.14
2 C -0.56

=====

Preferred: B; penalty for the next structure: 35.8 kcal/mol.